1.
51
Properties=species:S:1:pos:R:3:lowdin_spin:R:1 method="wB97M-V/def2-TZVPD" e_above_lowest_kj_mol=62.4 homo_lumo_gap_ev="7.663 / 6.356" lumo_energy_ev="-4.55 / -5.86" spin_multiplicity=2 total_charge=+1
Ir 2.11 -1.11 -0.30 0.346
F -4.16 -3.17 0.66 0.000
O 3.24 -3.69 -0.48 0.227
O 3.39 -1.03 3.47 0.020
O 7.93 -0.85 2.51 0.000
O 6.17 -0.88 3.86 0.000
O 0.16 -1.19 -0.79 0.008
O 2.12 0.72 -1.04 0.106
O 2.12 -1.11 1.63 0.059
O 1.43 2.81 -0.84 0.010
N 5.22 -0.95 -0.64 -0.001
N 4.10 -0.98 0.08 -0.003
N -2.51 1.91 -0.62 0.001
C 5.83 -0.91 1.48 0.000
C -2.95 0.61 -0.35 0.000
C -4.32 0.35 -0.10 0.000
C 2.16 -3.22 -0.42 0.158
C 0.83 -3.93 -0.28 0.051
C -2.01 -0.43 -0.29 0.000
C -0.24 1.16 -0.71 0.001
C -2.43 -1.73 0.05 0.000
C -0.63 -0.17 -0.61 0.000
C -4.70 -0.93 0.23 0.000
C 3.30 -1.04 2.27 0.004
C 4.44 -0.96 1.35 0.000
C 1.18 1.64 -0.87 0.006
C 6.29 -0.90 0.17 0.002
C -1.21 2.15 -0.71 0.000
C -3.75 -1.94 0.31 0.000
C -4.82 2.51 -1.18 0.000
C 6.74 -0.88 2.67 0.000
C -3.47 3.05 -0.74 0.000
C -2.96 4.11 -1.71 0.000
C -5.33 1.46 -0.22 0.000
H 7.30 -0.86 -0.19 0.000
H 0.38 -3.61 0.66 -0.001
H -3.77 4.81 -1.90 0.000
H -3.57 3.49 0.26 0.000
H -6.28 1.05 -0.55 0.000
H -0.89 3.17 -0.79 0.000
H -5.50 1.90 0.77 0.000
H 5.19 -0.94 -1.65 0.000
H -4.73 2.09 -2.19 0.000
H -2.67 3.66 -2.66 0.000
H -2.12 4.68 -1.32 0.000
H -5.74 -1.15 0.42 0.000
H 1.00 -5.00 -0.28 0.005
H -5.52 3.35 -1.24 0.000
H 0.18 -3.63 -1.09 0.001
H 5.19 -0.93 3.82 0.000
H -1.71 -2.53 0.12 0.000

***

2.
24
Properties=species:S:1:pos:R:3:nbo_charge:R:1 method="wB97M-V/def2-TZVPD" smiles="C[C@@]12C3=CC=CC=C1[C@]2(C)C=NS3" e_above_lowest_kj_mol=380.6 homo_lumo_gap_ev=8.573 lumo_energy_ev=0.45 total_charge=0
S -0.55 -0.53 -3.27 0.421
N -1.66 -1.51 -2.42 -0.545
C -0.01 -0.86 0.30 0.098
C 0.58 -0.24 -1.84 -0.053
C -2.44 0.16 0.72 -0.612
C 2.71 -0.61 -0.72 -0.237
C 2.39 -1.10 0.49 -0.182
C -1.91 -1.38 -1.18 0.117
C -0.11 0.25 -0.63 -0.183
C 1.92 -0.46 -1.88 -0.262
C -1.38 -0.43 -0.20 -0.116
C 0.15 1.67 -0.25 -0.612
C 0.96 -1.45 0.92 -0.241
H -3.46 -0.08 0.48 0.230
H 2.50 -0.45 -2.77 0.229
H -0.81 2.23 -0.50 0.217
H 3.86 -0.63 -0.93 0.213
H 3.20 -1.30 1.19 0.213
H -2.39 1.26 0.67 0.221
H -2.25 0.11 1.76 0.229
H 0.29 1.94 0.76 0.222
H -2.65 -2.06 -0.82 0.184
H 0.78 -2.20 1.58 0.212
H 1.08 1.91 -0.69 0.235

***

3.
47
Properties=species:S:1:pos:R:3:nbo_charge:R:1 method="wB97M-V/def2-TZVPD" homo_lumo_gap_ev=9.873 lumo_energy_ev=-2.87 total_charge=+1
P -3.80 0.69 -2.57 1.474
P 1.33 -0.85 -3.54 1.277
O -1.63 1.08 0.47 -0.652
O -1.11 -2.89 -3.29 -0.291
O -4.49 -0.49 -3.47 -0.985
O 1.04 0.41 -4.55 -0.972
O 4.08 0.90 0.04 -0.583
O 2.85 0.45 1.85 -0.500
O -2.78 0.55 2.28 -0.475
N -1.75 -1.67 -3.52 -0.284
N -2.03 0.53 -3.14 -0.874
N -3.81 -0.05 -1.08 -1.199
N -2.85 -4.61 -3.01 -0.309
N -0.04 -0.63 -2.33 -0.867
C -2.02 -3.83 -3.13 0.492
C 3.05 -0.22 3.12 -0.072
C 5.00 -0.51 1.81 -0.531
C -1.90 1.30 1.63 0.822
C 4.17 -1.23 2.87 -0.430
C -1.38 2.40 2.52 -0.530
C 2.65 -0.18 -2.51 -1.025
C -3.02 1.08 3.61 -0.072
C -1.25 -0.55 -2.97 0.668
C -1.78 1.92 3.92 -0.429
C 3.97 0.35 1.10 0.797
H -3.18 0.25 4.29 0.212
H -0.30 2.53 2.38 0.256
H -1.00 1.27 4.32 0.216
H -3.12 0.39 -0.47 0.432
H -2.56 -1.68 -4.12 0.439
H -1.97 2.71 4.63 0.239
H 5.74 0.16 2.25 0.247
H -1.55 1.40 -2.94 0.416
H 2.97 0.80 -2.88 0.256
H -3.77 -1.06 -1.03 0.386
H 0.10 0.19 -1.75 0.412
H -1.88 3.33 2.24 0.250
H -3.93 1.68 3.57 0.193
H 2.40 -0.05 -1.45 0.267
H 3.52 -0.84 -2.56 0.270
H 2.11 -0.69 3.41 0.196
H 3.76 -2.15 2.46 0.212
H 3.32 0.53 3.86 0.185
H -4.52 -1.36 -3.04 0.495
H 4.72 -1.48 3.77 0.234
H 5.49 -1.17 1.10 0.248
H 1.15 1.28 -4.13 0.488

***

4.
102
Properties=species:S:1:pos:R:3:mulliken_charge:R:1 method="wB97M-V/def2-TZVPD" homo_lumo_gap_ev=4.349 lumo_energy_ev=-5.92 total_charge=+1
Br -2.51 -5.17 0.73 -0.061
P -1.46 -5.00 2.75 0.222
F -6.78 -5.97 4.83 -0.166
F -4.50 -4.15 8.17 -0.224
O -7.12 1.91 4.54 -0.496
O 4.46 6.08 -6.75 -0.261
O -5.93 -5.84 7.59 -0.423
O -0.11 -2.26 -2.72 -0.416
O 0.09 -4.31 2.50 -0.416
O 1.02 1.40 -4.45 -0.267
O -2.30 -0.35 4.64 -0.435
O -7.59 -3.86 4.60 -0.425
N 1.39 -4.47 -1.68 -0.677
N 1.55 3.60 -2.70 -0.768
N 6.88 4.87 -7.70 -0.740
N -3.93 -5.74 4.40 -0.406
N -2.45 -3.85 3.76 0.665
N -5.78 -3.94 6.07 0.334
N -2.05 -2.58 3.80 -0.612
C 0.55 0.52 3.98 -1.320
C -0.70 -3.55 -2.68 -0.393
C 0.17 -0.56 5.15 0.250
C 1.94 4.45 -4.95 -1.267
C -1.32 -0.29 5.73 -0.741
C -4.90 -0.81 6.28 -0.524
C -2.81 -1.70 4.59 0.104
C -4.12 -1.91 5.44 0.685
C 2.33 1.97 -4.41 -0.917
C 0.93 -5.01 -4.01 -1.442
C 2.73 -0.75 5.54 -1.071
C -6.73 1.02 5.63 -0.247
C 0.31 -4.71 -2.65 0.469
C 6.47 6.78 -9.16 -1.414
C 1.31 -0.48 6.31 0.414
C 4.46 7.50 -6.70 -0.784
C 0.26 -1.82 -4.02 -0.331
C -4.58 -3.44 5.37 -0.538
C 2.37 3.43 -3.90 0.479
C -5.45 -4.74 7.26 0.649
C 0.29 1.71 -5.63 -0.748
C 4.51 5.54 -8.07 -0.728
C 5.93 5.44 -8.66 0.341
C -3.60 -4.27 4.49 -0.078
C 1.17 -1.66 7.40 -1.185
C -6.74 -4.60 5.17 0.534
C -5.27 0.43 5.31 -0.927
H 3.24 0.25 5.24 0.262
H 1.90 2.98 -1.97 0.265
H 1.67 -4.27 -4.31 0.274
H -1.43 -3.67 -3.49 0.427
H 3.41 3.65 -3.64 0.428
H 3.83 6.08 -8.74 0.423
H 2.49 -1.37 4.59 0.213
H 1.26 -0.04 3.27 0.308
H 0.20 -1.63 4.73 0.069
H -5.31 0.00 4.24 0.508
H 1.44 -5.98 -3.99 0.362
H 0.86 4.44 -5.12 0.249
H 2.20 -1.94 7.82 0.408
H -1.58 -1.17 6.46 0.378
H 0.75 -2.60 6.89 0.202
H 0.16 -5.07 -4.79 0.354
H 2.43 4.26 -5.91 0.197
H 6.80 5.41 -6.83 0.327
H -5.84 -1.27 6.77 0.348
H 2.83 1.86 -5.38 0.436
H -0.37 0.82 3.36 0.343
H -1.27 -3.58 -1.74 -0.009
H 4.12 4.52 -7.98 0.326
H -4.46 1.26 5.35 0.323
H 0.62 3.23 -2.90 0.341
H -0.45 -2.16 -4.78 0.270
H 0.97 -4.35 -0.75 0.167
H -4.07 -5.91 3.38 0.338
H 0.52 -1.35 8.30 0.262
H 3.98 7.80 -5.76 0.255
H 5.48 7.88 -6.68 0.255
H 0.27 -0.73 -4.02 0.079
H 1.03 1.46 4.42 0.292
H -7.49 0.14 5.69 0.266
H -3.08 -6.26 4.72 0.395
H -6.69 1.58 6.63 0.262
H 6.56 3.95 -7.43 0.268
H 3.90 7.94 -7.53 0.354
H 0.93 1.76 -6.51 0.325
H -4.25 -0.46 7.18 0.381
H -0.26 2.64 -5.50 0.234
H -0.23 -5.61 -2.34 0.373
H 6.77 7.45 -8.35 0.276
H -0.45 0.92 -5.78 0.286
H -6.35 1.89 3.93 0.333
H 5.88 4.77 -9.53 0.407
H 5.73 7.30 -9.78 0.344
H 2.21 5.46 -4.63 0.341
H 7.36 6.62 -9.78 0.362
H -1.40 0.72 6.29 0.373
H 2.89 1.35 -3.70 0.361
H 1.77 -3.55 -1.88 0.335
H 1.34 0.57 6.76 0.433
H 3.46 -1.37 6.16 0.368
H 1.27 -2.15 -4.26 0.187
H 0.03 -3.33 2.37 0.360

***

5.
84
Properties=species:S:1:pos:R:3:mulliken_charge:R:1 method="wB97M-V/def2-TZVPD" e_above_lowest_kj_mol=0.0 homo_lumo_gap_ev=6.803 lumo_energy_ev=-4.24 total_charge=+1
Au 0.74 0.50 -0.98 2.004
Br 3.89 4.74 1.27 -0.119
Cl 1.37 0.55 -4.34 -0.183
S 2.31 0.99 3.44 -0.451
P 0.46 -1.58 -1.95 1.142
O -2.48 2.72 -0.52 -0.640
O -1.09 1.33 -1.56 -0.707
N 0.80 0.91 1.36 0.563
C -0.38 -0.75 -5.89 -0.641
C -2.15 1.61 3.51 -0.443
C 4.43 0.45 1.11 -0.579
C -0.86 -2.29 -0.91 -0.049
C 0.61 1.25 3.66 1.341
C -0.74 -3.54 -0.32 -0.334
C 3.53 -4.00 -3.01 -0.807
C 2.69 0.14 -0.52 1.208
C 3.07 0.44 0.78 0.838
C -2.95 -3.30 0.61 -0.761
C -0.14 3.19 -0.48 -0.061
C 2.25 4.18 0.52 -0.321
C 2.41 -3.18 -3.06 -0.563
C -4.31 2.03 4.77 -2.366
C -1.43 1.34 2.36 0.111
C -0.10 1.51 4.83 -1.140
C -1.31 -1.73 -6.18 -0.545
C -1.16 -2.56 -3.93 -0.384
C -4.31 0.61 2.74 -1.640
C -1.37 2.41 -0.87 0.562
C -0.22 -1.58 -3.62 -0.150
C -0.12 3.87 0.73 -0.971
C 2.24 3.61 -0.74 -0.024
C 2.03 0.78 1.75 0.301
C -0.05 1.16 2.43 -2.129
C -1.47 1.68 4.73 -0.124
C 4.99 -0.10 -1.16 -0.688
C -2.04 -1.55 -0.76 -0.598
C 5.38 0.17 0.14 -1.120
C 1.03 3.11 -1.24 -0.610
C 2.44 -3.00 -0.65 -0.307
C 3.55 -3.83 -0.61 -0.855
C 1.07 4.35 1.24 -0.320
C -3.92 3.08 2.54 -1.549
C 1.86 -2.69 -1.88 0.358
C -3.07 -2.06 0.00 -0.560
C -1.70 -2.64 -5.21 -0.888
C -3.66 1.83 3.40 2.469
C 3.64 -0.12 -1.50 -1.165
C 0.17 -0.68 -4.62 1.030
C -1.79 -4.04 0.45 -0.775
C 4.10 -4.32 -1.79 -0.653
H -5.39 0.73 2.69 0.509
H 1.96 -2.93 -4.02 0.444
H 4.74 0.70 2.12 0.467
H 3.96 -4.38 -3.93 0.456
H 3.35 -0.34 -2.51 0.310
H -2.01 1.88 5.64 0.568
H 2.03 -2.60 0.27 0.582
H -5.38 2.19 4.64 0.424
H -4.19 1.16 5.42 0.453
H 6.43 0.19 0.40 0.434
H -4.09 -0.31 3.30 0.372
H -3.98 -1.49 0.11 0.484
H -3.95 0.48 1.71 0.216
H 0.99 2.72 -2.25 0.995
H -5.00 3.24 2.45 0.507
H 3.99 -4.08 0.35 0.461
H -0.06 -0.04 -6.64 0.520
H -2.43 -3.41 -5.43 0.439
H -3.76 -3.70 1.20 0.434
H -1.04 3.96 1.30 0.511
H 1.10 4.83 2.21 0.485
H -1.48 -3.26 -3.17 0.501
H -3.50 2.98 1.54 0.261
H 0.15 -4.13 -0.45 0.439
H -1.69 -5.01 0.91 0.465
H -2.15 -0.57 -1.22 0.362
H -3.50 3.96 3.02 0.333
H -3.91 2.91 5.29 0.468
H 5.73 -0.30 -1.92 0.471
H 3.15 3.54 -1.32 0.482
H 0.41 1.58 5.78 0.446
H 4.97 -4.95 -1.75 0.438
H -1.74 -1.78 -7.17 0.416
H -1.92 1.29 1.39 0.142

***

6.
16
Properties=species:S:1:pos:R:3:nbo_charge:R:1 method="wB97M-V/def2-TZVPD" e_above_lowest_kj_mol=299.5 homo_lumo_gap_ev="7.312 / 8.462" lumo_energy_ev="-1.15 / -0.06" total_charge=0
P -1.56 0.17 0.45 1.744
O -2.71 1.00 0.82 -1.014
O -0.18 1.03 0.75 -0.784
C 0.61 -0.23 -2.02 -0.298
C -1.38 -1.28 1.63 -0.973
C 1.08 0.68 0.29 -0.041
C 1.23 0.84 -1.27 -0.519
H -0.45 -1.81 1.47 0.230
H 1.77 1.39 0.76 0.195
H 2.32 0.84 -1.43 0.221
H -1.43 -0.85 2.63 0.249
H -2.22 -1.95 1.47 0.243
H -0.18 -0.06 -2.73 0.190
H 0.92 -1.25 -1.86 0.172
H 1.34 -0.34 0.58 0.160
H 0.84 1.82 -1.54 0.224

***

7.
23
Properties=species:S:1:pos:R:3:nbo_charge:R:1 method="wB97M-V/def2-TZVPD" smiles="CCN/C=C/CC[NH3+]" e_above_lowest_kj_mol=338.8 homo_lumo_gap_ev=8.482 lumo_energy_ev=-3.30 total_charge=+1
N 0.53 -1.56 0.54 -0.607
N 1.44 2.05 -1.39 -0.715
C 0.23 0.84 0.57 -0.450
C -0.14 -0.39 0.16 0.077
C 0.09 2.75 -1.15 -0.233
C -0.52 2.01 0.02 -0.442
C -0.08 -2.94 0.69 -0.208
C -1.68 -2.83 0.81 -0.619
H 0.96 0.99 1.41 0.235
H 0.18 -3.69 -0.08 0.199
H -1.83 -1.85 1.18 0.203
H 0.51 -3.34 1.55 0.205
H -1.84 -2.87 -0.30 0.219
H 1.28 -1.40 1.31 0.384
H 1.64 1.35 -0.63 0.458
H -0.76 -0.65 -0.70 0.210
H -1.58 1.68 -0.31 0.224
H -2.05 -3.49 1.52 0.238
H 1.29 1.48 -2.22 0.451
H 0.21 3.79 -0.87 0.241
H -0.83 2.62 0.74 0.233
H 2.24 2.70 -1.32 0.452
H -0.63 2.56 -1.97 0.243

***

8.
49
Properties=species:S:1:pos:R:3:lowdin_spin:R:1 method="wB97M-V/def2-TZVPD" homo_lumo_gap_ev="6.911 / 6.859" lumo_energy_ev="-3.60 / -3.65" spin_multiplicity=3 total_charge=+1
Se 2.93 0.22 0.51 0.153
Ni 0.87 -0.38 -0.35 1.666
Si 3.21 1.87 2.20 0.020
N -1.60 -2.83 2.96 -0.003
N 0.08 -1.55 -1.89 0.031
N -0.48 0.92 -1.14 0.044
N -0.27 -1.33 1.08 0.049
N -3.52 -1.62 2.64 0.001
C -1.68 -1.55 -3.55 0.000
C -1.56 -1.11 1.32 0.002
C -2.22 -1.86 2.31 0.002
C -1.25 0.40 -2.13 0.003
C -0.62 2.19 -0.82 0.003
C 2.72 3.52 1.56 0.005
C 2.25 1.37 3.68 0.004
C -2.28 2.50 -2.50 -0.002
C -0.96 -0.97 -2.52 0.002
C -2.21 1.14 -2.82 0.001
C -1.49 3.05 -1.50 0.002
C -1.31 -2.86 -3.92 -0.001
C -2.77 -0.81 -4.14 0.000
C 0.36 -2.28 1.77 0.003
C -3.00 0.47 -3.80 0.000
C 0.43 -2.76 -2.28 0.004
C -0.32 -3.06 2.68 0.002
C -0.23 -3.46 -3.30 0.002
C 5.00 1.70 2.46 0.001
H -1.50 4.10 -1.25 0.000
H -3.83 -2.14 3.44 0.000
H 2.39 2.03 4.55 0.001
H -3.78 1.02 -4.31 0.000
H 5.21 0.69 2.81 0.000
H -3.33 -1.29 -4.92 0.000
H 0.08 -4.46 -3.57 0.000
H 1.18 1.28 3.48 0.000
H 1.28 -3.19 -1.76 0.001
H 0.05 2.57 -0.04 0.000
H 0.20 -3.85 3.18 0.000
H 1.43 -2.40 1.58 0.001
H -2.04 -0.38 0.71 0.000
H 5.53 1.79 1.49 0.001
H 3.20 3.74 0.61 0.000
H 3.00 4.30 2.26 0.001
H -2.99 3.12 -3.04 0.000
H 2.58 0.38 4.00 0.000
H 5.40 2.39 3.18 0.000
H -1.83 -3.40 -4.71 0.000
H 1.66 3.56 1.40 0.000
H -4.00 -0.79 2.36 0.000

***

9.
12
Properties=species:S:1:pos:R:3:nbo_charge:R:1 method="wB97M-V/def2-TZVPD" e_above_lowest_kj_mol=111.8 homo_lumo_gap_ev=7.388 lumo_energy_ev=-1.97 total_charge=0
Cl -1.78 0.17 -2.98 -0.498
S 0.05 -2.36 -1.06 -0.046
S 1.22 0.58 -0.50 0.238
P -1.90 -2.13 -1.59 0.885
N -1.27 -0.27 0.09 -0.097
N -2.16 -0.76 -0.52 -0.360
C 0.04 -0.77 0.03 -0.317
C 1.31 1.53 1.11 -0.731
H 0.41 -0.95 1.02 0.242
H 2.30 2.16 1.14 0.249
H 0.45 2.13 1.41 0.230
H 1.33 0.68 1.85 0.206

***

10.
21
Properties=species:S:1:pos:R:3:nbo_charge:R:1 method="wB97M-V/def2-TZVPD" e_above_lowest_kj_mol=32.8 homo_lumo_gap_ev=7.860 lumo_energy_ev=-0.04 total_charge=0
S -1.73 2.02 -0.50 0.327
S 1.51 1.76 -1.14 1.304
S -1.48 -0.72 1.00 0.473
O 2.69 2.08 -0.36 -0.939
N 1.37 -3.24 1.87 -0.619
C -0.91 0.62 0.10 -0.399
C -3.26 1.97 0.51 -0.735
C 1.00 -0.71 0.27 -0.193
C 1.80 0.59 -2.57 -0.863
C 0.28 -2.60 1.85 0.091
C 0.51 0.42 -0.33 -0.327
C 0.12 -1.42 1.08 -0.296
H 2.12 -0.78 0.23 0.257
H -4.05 2.45 -0.18 0.244
H 1.47 1.12 -3.45 0.233
H -3.09 2.47 1.45 0.228
H 1.37 -0.40 -2.53 0.239
H -3.45 0.86 0.66 0.224
H 1.48 -4.01 2.44 0.344
H 2.80 0.33 -2.90 0.250
H -0.54 -2.80 2.51 0.156

***

11.
9
Properties=species:S:1:pos:R:3:lowdin_spin:R:1 method="wB97M-V/def2-TZVPD" e_above_lowest_kj_mol=220.4 homo_lumo_gap_ev="6.090 / 5.637" lumo_energy_ev="-4.72 / -7.49" spin_multiplicity=3 total_charge=+1
I -0.95 2.38 -2.00 1.226
S 1.34 1.53 -1.71 0.440
O 1.43 0.40 -2.75 0.199
N -0.54 -1.00 1.38 0.009
C 0.74 0.54 -0.26 0.069
C 0.13 0.01 0.65 0.053
H -0.78 -1.91 0.82 0.000
H 0.01 -1.37 2.08 0.002
H -1.36 -0.56 1.79 0.002

***

12.
42
Properties=species:S:1:pos:R:3:nbo_charge:R:1 method="wB97M-V/def2-TZVPD" smiles="C=N/C=C/C.O.O.O.O.O.O.O.O.O.O" e_above_lowest_kj_mol=121.1 homo_lumo_gap_ev=9.259 lumo_energy_ev=0.27 total_charge=0
O -2.41 0.85 2.34 -0.980
O -1.97 -1.54 3.46 -0.954
O 1.87 -0.98 -1.75 -0.980
O 2.34 1.57 -1.01 -0.991
O -0.24 0.17 -2.94 -1.025
O -0.12 2.51 -0.50 -1.051
O -0.81 2.96 2.06 -0.977
O 0.83 2.51 -3.00 -0.997
O -2.22 1.11 -1.39 -0.964
O 1.32 -3.34 -0.63 -0.982
N -1.30 -1.25 0.31 -0.525
C -0.03 -0.71 0.54 -0.097
C -1.53 -2.27 -0.44 -0.009
C 0.87 -1.24 1.38 -0.191
C 2.14 -0.57 1.75 -0.646
H -1.43 2.24 2.14 0.509
H 0.72 -2.21 1.87 0.196
H -0.94 2.12 -0.82 0.500
H 0.19 1.11 -3.02 0.513
H 1.67 2.27 -2.44 0.513
H 2.24 -0.49 2.82 0.216
H -2.42 0.51 -0.65 0.480
H 2.20 0.59 -1.12 0.491
H 1.47 -2.44 -0.92 0.494
H -2.27 0.17 3.00 0.506
H 1.98 -3.51 0.05 0.467
H -0.74 -2.87 -0.98 0.206
H -0.47 -0.05 -3.80 0.482
H -2.58 -2.62 -0.57 0.174
H 1.06 -0.66 -2.16 0.515
H 2.47 -1.24 -2.47 0.495
H -0.32 2.83 0.43 0.523
H -1.71 -1.84 2.58 0.492
H -2.30 0.37 1.50 0.478
H 1.53 1.85 -0.64 0.490
H 2.14 0.45 1.37 0.225
H -0.18 2.93 2.76 0.479
H 2.97 -1.08 1.33 0.212
H 0.12 0.27 0.06 0.220
H -2.76 -2.07 3.70 0.484
H 0.27 2.94 -2.24 0.512
H -1.65 0.65 -1.97 0.496